(1)
An isolated ion of composition C7H15N2Si and charge +1, computed with ωB97M-V with the def2-TZVPD basis set.

The geometry in XYZ format:
```
25
Properties=species:S:1:pos:R:3
C -1.93450 -2.16986 0.24159
C -0.75655 -2.82467 -0.07020
C -0.67367 -0.25367 -0.03624
C 1.62559 -2.21858 -0.59991
C -1.18202 2.17042 1.17947
C 0.16437 2.11347 -1.61631
C 1.89516 1.29000 0.86655
N -1.75353 -0.82244 0.38658
N 0.31489 -2.07535 -0.13716
Si 0.24191 1.45210 0.14601
H -2.87960 -2.46229 0.40065
H -1.05378 -3.87914 -0.31602
H 1.72336 -2.25093 -1.74877
H 2.26813 -1.42689 -0.08137
H 1.88353 -3.31981 -0.59085
H -2.11122 1.98184 0.54423
H -1.27093 1.37847 1.92507
H -1.33200 3.13199 1.65408
H 0.19108 3.23190 -1.80190
H 1.11471 1.76881 -2.04233
H -0.65112 1.69428 -2.31732
H 2.63557 0.70594 0.34240
H 2.42802 2.20398 1.17235
H 1.63584 0.78424 1.84774
H -2.52325 -0.20381 0.65165
```

Total charge = +1
Max |F| = 5.20 eV/A
Multiplicity = 1
Energy above the lowest of the compared OMol25 structures with the same formula, charge and spin = 101.51 kcal/mol

Löwdin atomic charge list, values in e, 5 entries: -0.060, -0.106, 0.067, -0.093, -0.168

(2)
A 3-piece molecular cluster, C26H40F8N4O5PS overall, computed with ωB97M-V with the def2-TZVPD basis set.

The geometry in XYZ format:
```
85
Properties=species:S:1:pos:R:3
C -6.84506 -1.22286 -0.24313
O -6.67449 -0.90851 -1.66271
C -5.40461 -1.53155 -2.06544
C -5.08782 -1.29116 -3.61794
C -3.72961 -0.41752 -3.86881
C -2.80091 -1.23553 -4.88641
C -1.37157 -0.54292 -5.15877
C -0.57415 -0.16589 -3.80398
C 0.94448 -0.65409 -3.97349
C 1.53828 -1.35927 -2.63009
C 1.53859 -0.40801 -1.35331
C 1.14163 -1.05211 0.04464
C 2.43466 -1.82428 0.67523
C 2.92387 -3.08660 -0.16570
C 4.35653 -2.78940 -0.88774
F 3.14432 -4.21901 0.70713
C 0.00158 -2.22303 -0.05320
O -0.02629 -3.14396 0.84846
O -0.97059 -2.26043 -1.01657
N 0.65254 -0.13043 1.10934
P -1.08388 0.12913 1.20674
N -1.83544 0.54227 -0.14011
S 1.63098 1.13900 1.58661
O 0.84042 2.43714 1.48516
O 2.91799 1.37618 0.86806
C 2.11004 0.83857 3.39988
F 3.54147 0.94857 3.47561
F 1.84086 -0.50693 3.80435
C 1.53896 1.93959 4.40647
F 1.96445 3.26005 4.06006
F 2.16117 1.68833 5.67733
C -0.03848 1.91729 4.65678
F -0.75133 2.90047 3.90680
F -0.23434 2.30566 6.02137
F -0.65489 0.66759 4.52551
H -7.05651 -2.34748 -0.09114
H -5.87844 -0.96858 0.30923
H -7.70711 -0.61295 0.21864
H -4.57716 -1.10341 -1.40600
H -5.48039 -2.65677 -1.85192
H -4.89806 -2.29927 -4.13406
H -5.92460 -0.72045 -4.15395
H -3.23424 -0.26226 -2.85502
H -4.02631 0.55176 -4.39655
H -2.56956 -2.31234 -4.53752
H -3.31189 -1.34769 -5.90930
H -0.79427 -1.25149 -5.85207
H -1.51885 0.42946 -5.75145
H -1.07918 -0.55570 -2.85941
H -0.53800 0.98736 -3.75576
H 1.62684 0.25683 -4.16500
H 1.08971 -1.44568 -4.80247
H 2.63915 -1.59764 -2.90257
H 1.02211 -2.36448 -2.53063
H 2.62659 -0.02616 -1.24903
H 0.93808 0.54017 -1.63674
H 2.16411 -2.21397 1.72874
H 3.33498 -1.13983 0.81900
H 2.23284 -3.43109 -0.99804
H 5.17084 -3.51643 -0.56159
H 4.21400 -2.96537 -2.02235
H 4.68812 -1.70429 -0.78206
H -1.73298 -1.03687 1.78006
H -1.30185 1.20589 2.14998
H -1.12813 0.53847 -0.88853
N 6.14976 0.32370 2.23418
C 6.56141 0.19400 3.53445
C 7.64101 -0.65531 3.55471
C 7.89376 -1.04819 2.21737
C 6.95987 -0.42637 1.42480
H 5.37173 0.88457 1.92192
H 6.05103 0.71444 4.33043
H 8.18864 -0.95904 4.43472
H 8.67292 -1.71192 1.87237
H 6.80171 -0.45404 0.35731
N -2.80208 4.27066 2.41347
C -3.64246 5.19184 2.97930
C -4.79167 5.23455 2.22777
C -4.64076 4.30001 1.17279
C -3.40430 3.71825 1.31463
H -1.88359 4.03456 2.75275
H -3.35053 5.73686 3.86430
H -5.64656 5.86719 2.41709
H -5.35741 4.07702 0.39615
H -2.90168 2.96116 0.72886
```

Total charge = -1
Max |F| = 6.27 eV/A
Multiplicity = 1

Löwdin atomic charge list, values in e, 5 entries: -0.136, -0.243, -0.214, -0.153, -0.186

(3)
H22NeO11 as an isolated structure, computed with ωB97M-V with the def2-TZVPD basis set.

The geometry in XYZ format:
```
34
Properties=species:S:1:pos:R:3
Ne 0.16953 0.48004 -0.19211
O 0.13168 0.75703 -3.48500
H -0.73420 1.15733 -3.40605
H 0.71493 1.48629 -3.69533
O -0.61666 -2.91072 -0.55820
H -0.77617 -3.81616 -0.82464
H -0.09946 -2.53802 -1.27222
O 0.10310 0.84594 3.07553
H 0.03813 1.80092 3.06951
H -0.80512 0.54365 3.07921
O 0.94338 -1.67164 -2.55212
H 0.77070 -0.90427 -3.09762
H 1.22906 -2.34536 -3.16914
O -3.15649 -2.10952 -0.12902
H -2.23204 -2.34997 -0.19072
H -3.34482 -2.11904 0.80943
O 1.55064 -2.03201 1.25355
H 0.76081 -2.32637 0.79995
H 2.21780 -1.98643 0.56869
O 3.77378 0.18880 1.63295
H 3.06084 -0.24830 1.16724
H 3.34193 0.87122 2.14680
O -1.55491 3.13678 0.32048
H -1.66298 2.22233 0.05906
H -2.13034 3.62447 -0.26881
O 3.22522 -1.00041 -0.80753
H 3.86409 -0.29100 -0.87699
H 2.50859 -0.73529 -1.38405
O -2.69242 0.52000 -0.38418
H -2.82265 -0.41483 -0.22492
H -3.36122 0.94973 0.14900
O -0.43067 3.82027 2.87180
H -0.82710 3.62669 2.02233
H -1.15695 3.76785 3.49310
```

Max |F| = 1.49 eV/A
Multiplicity = 1
Energy above the lowest of the compared OMol25 structures with the same formula, charge and spin = 12.77 kcal/mol

Löwdin atomic charge list, values in e, 5 entries: 0.040, -0.027, 0.060, 0.060, -0.032

(4)
An isolated molecule of C22H23N3O3S, computed with ωB97M-V with the def2-TZVPD basis set.

The geometry in XYZ format:
```
52
Properties=species:S:1:pos:R:3
C -1.18614 -1.93084 -1.22355
C 0.17991 -2.26215 -0.70499
C 1.23771 -1.38833 -0.91190
C 2.49824 -1.65023 -0.39520
C 2.73627 -2.82027 0.33017
C 1.67972 -3.70090 0.50809
C 0.41844 -3.42710 0.01006
H -0.38787 -4.12517 0.18221
H 1.84409 -4.61191 1.06559
C 4.08675 -3.09230 0.92030
H 4.36596 -2.27598 1.58683
H 4.84687 -3.17991 0.14189
H 4.07331 -4.01799 1.48961
N 3.50501 -0.67594 -0.59702
S 3.42566 0.59522 0.52633
O 4.63976 1.34156 0.36048
O 3.13902 0.07710 1.83268
C 2.00138 1.48930 -0.07744
C 0.86276 1.44774 0.69847
C -0.31716 2.01592 0.23190
C -0.30744 2.66309 -1.00044
C 0.85184 2.72141 -1.75251
C 2.02859 2.11576 -1.31827
C 3.25709 2.10626 -2.16201
H 3.15379 2.78084 -3.00824
H 4.12230 2.38652 -1.56661
H 3.43765 1.09608 -2.52926
H 0.84466 3.23352 -2.70382
H -1.20402 3.14128 -1.36694
C -1.54533 1.91486 1.07723
O -1.51698 1.96047 2.29032
N -2.69544 1.79013 0.37056
H -2.66949 1.52257 -0.60347
C -3.94829 1.50743 1.02486
C -4.65162 0.34514 0.37649
N -4.14974 -0.08597 -0.77317
C -4.74218 -1.09655 -1.38788
C -5.86776 -1.73194 -0.89365
C -6.39715 -1.28115 0.30759
C -5.78223 -0.22520 0.95542
H -6.16103 0.15396 1.89187
H -7.27417 -1.74817 0.73133
H -6.31697 -2.55328 -1.42892
H -4.28411 -1.40304 -2.31913
H -4.60304 2.38954 0.98250
H -3.73748 1.29969 2.07965
H 0.89460 0.95349 1.65660
H 4.44111 -1.05855 -0.57138
H 1.08357 -0.48805 -1.48635
H -1.77146 -2.83364 -1.38138
H -1.12210 -1.38013 -2.15908
H -1.71785 -1.30605 -0.50522
```

SMILES string = Cc1ccc(C)c(NS(=O)(=O)c2cc(C(=O)NCc3ccccn3)ccc2C)c1
Max |F| = 0.91 eV/A
Multiplicity = 1
Energy above the lowest of the compared OMol25 structures with the same formula, charge and spin = 22.77 kcal/mol

Löwdin atomic charge list, values in e, 5 entries: -0.052, -0.262, 0.015, -0.268, -0.218

(5)
A 2-piece molecular cluster, CH5IN2 overall, computed with ωB97M-V with the def2-TZVPD basis set.

The geometry in XYZ format:
```
9
Properties=species:S:1:pos:R:3
C -1.74404 0.99109 -0.44554
N -0.72223 0.31146 0.12959
N 2.10936 -1.66623 0.27868
I 2.78547 0.22576 0.16049
H 0.16254 0.56002 -0.25380
H -2.63947 0.52450 -0.41885
H -1.68278 1.88474 -1.05832
H -0.74404 -0.53855 0.64006
H 2.47518 -2.29277 0.96770
```

Max |F| = 3.12 eV/A
Multiplicity = 1
Energy above the lowest of the compared OMol25 structures with the same formula, charge and spin = 76.77 kcal/mol

Löwdin atomic charge list, values in e, 5 entries: -0.126, -0.045, -0.505, 0.751, -0.072

(6)
C7H20CeClOSiTb as an isolated structure, computed with ωB97M-V with the def2-TZVPD basis set.

The geometry in XYZ format:
```
32
Properties=species:S:1:pos:R:3
Tb 0.57714 0.26542 -2.95948
Cl 1.40940 -1.73944 -1.33643
C 2.63976 1.37751 -3.06365
C -0.62881 -1.17853 -4.29366
H 2.34827 1.63746 -4.12158
H 2.46777 2.14285 -2.25990
H 3.27698 0.46902 -2.88959
H -0.38834 -0.47350 -5.14031
H -1.61828 -1.07165 -3.77096
H 0.02755 -2.07334 -4.11921
Ce 0.13101 0.12686 0.30369
C -1.71991 -1.03239 1.01139
C -0.89557 1.30076 -1.43422
H -2.64133 -0.52218 0.66076
H -1.57359 -2.11960 0.84095
H -1.66008 -0.86845 2.14219
H -1.90676 1.13462 -1.91566
H -0.33767 2.31826 -1.33190
C 1.60217 -0.87635 4.38864
Si 0.05869 0.03312 3.96110
C -1.45918 -0.85797 4.57045
C 0.02606 1.82404 4.39216
O 0.34749 0.22098 2.31345
H 1.63795 -0.83752 5.48030
H 2.45299 -0.35122 3.94130
H 1.57072 -1.90660 4.02162
H -1.35748 -0.80763 5.66413
H -2.40097 -0.37406 4.30099
H -1.49843 -1.91292 4.28825
H 0.90125 2.30772 3.94480
H -0.88678 2.30545 4.02847
H 0.07949 1.83309 5.48342
```

Total charge = -1
Expectation value of S² = 15.97
Max |F| = 3.86 eV/A
Multiplicity = 8

Löwdin atomic charge list, values in e, 5 entries: 1.040, -0.023, -0.390, -0.397, -0.061

no.,DFT total energy (eV)
1,-18350.1679
2,-85666.5609
3,-26389.4020
4,-44636.2240
5,-12194.2513
6,-65390.9552